Molecular formula: CH3N2OP
Method: DFT, the ωB97M-V functional and the def2-TZVPD basis

Geometry as XYZ:
```
8
Properties=species:S:1:pos:R:3:forces:R:3
O -3.6434 0.9594 0.1101 -1.3 2.5 0.2
P -3.2149 -0.3957 -0.0861 1.2 -2.2 -0.1
N -1.5900 -0.4133 0.2080 4.5 1.0 -0.9
C 0.0321 0.3452 0.1537 -5.3 -4.5 5.4
N -0.3151 -1.0648 0.2416 0.0 1.1 1.9
H 0.1617 0.6658 1.1630 0.5 1.2 -0.1
H 0.1185 0.7746 -0.7217 0.8 2.4 -4.1
H 0.0667 -1.5067 -0.5332 -0.4 -1.5 -2.4
```
Positions in Å, forces in eV/Å.

The SMILES is O=PN1CN1. For the frontier orbital gap, the calculation gives 9.2 eV. For the energy above the lowest of the compared OMol25 structures with the same formula, charge and spin, the calculation gives 89.9 kcal per mole. The spin multiplicity is 1.

Molecular formula: C36H25LaN9O
Method: DFT, the ωB97M-V functional and the def2-TZVPD basis

Geometry as XYZ:
```
72
Properties=species:S:1:pos:R:3:forces:R:3
La -0.0180 -0.1926 0.0174 -0.7 -3.1 -2.4
C -0.7564 -4.6670 4.1837 0.1 0.0 0.0
C 0.6401 -4.7821 4.0737 -0.1 0.0 0.0
C 1.4038 -3.7668 3.5300 -0.1 0.0 0.0
C 0.7381 -2.6244 3.0945 0.3 0.0 0.0
C 1.2213 -1.4090 2.4580 0.2 0.2 0.0
N 0.1376 -0.6020 2.2219 0.1 0.1 1.8
C -1.0172 -1.2141 2.6444 -0.2 0.2 0.2
N -2.2401 -0.6370 2.6475 0.4 0.1 0.0
C -2.5843 0.3827 1.8845 0.0 -0.1 0.1
C -3.6040 1.3952 2.1964 0.0 -0.3 0.0
C -4.4033 1.5757 3.3114 -0.1 0.1 0.0
C -5.2184 2.6986 3.3327 0.0 0.1 -0.1
C -5.2173 3.6158 2.2749 0.0 -0.1 0.1
C -4.4040 3.4367 1.1640 0.0 0.0 0.0
C -3.6032 2.3075 1.1401 0.0 0.0 -0.3
C -2.5885 1.8431 0.1756 0.0 0.3 -0.1
N -2.2400 2.4828 -0.9284 0.3 0.0 0.0
C -1.0497 2.3894 -1.5547 -0.2 0.2 0.2
N 0.0823 1.8030 -1.0513 0.1 1.8 -0.2
C 1.1871 2.1812 -1.7636 0.2 0.0 0.2
N 2.4729 1.9999 -1.4061 -0.2 0.0 0.0
C 2.8918 1.2747 -0.3850 0.1 0.2 0.1
N 2.1776 0.3397 0.3014 1.3 0.7 0.5
C 2.9091 -0.1708 1.3463 0.1 0.0 0.0
N 2.5099 -1.0919 2.1981 -0.3 0.1 0.1
C 4.2340 0.4695 1.3094 -0.1 -0.3 0.1
C 5.3388 0.3440 2.1342 0.0 0.0 0.0
C 6.4388 1.1404 1.8516 0.0 0.1 -0.1
C 6.4288 2.0374 0.7774 0.0 -0.1 0.1
C 5.3182 2.1626 -0.0443 0.0 0.0 0.0
C 4.2237 1.3634 0.2389 -0.1 0.1 -0.3
C 0.7261 2.9804 -2.8903 0.3 0.0 -0.1
C 1.4214 3.5922 -3.9278 -0.1 0.0 0.0
C 0.6870 4.3183 -4.8466 -0.1 0.0 0.0
C -0.7070 4.4427 -4.7282 0.1 0.0 0.0
C -1.3978 3.8475 -3.6883 0.0 0.0 0.0
C -0.6631 3.1053 -2.7689 -0.3 0.0 0.1
N -2.0503 0.6865 0.6580 -0.8 0.8 0.6
C -0.6556 -2.5073 3.2079 -0.2 0.1 0.0
C -1.4206 -3.5333 3.7563 0.0 0.0 0.0
H -1.3186 -5.4829 4.6184 0.0 0.0 0.0
H 1.1225 -5.6845 4.4253 0.0 0.0 0.0
H 2.4791 -3.8509 3.4471 0.0 0.0 0.0
H -4.3848 0.8705 4.1312 0.0 0.0 0.0
H -5.8609 2.8749 4.1849 0.0 0.0 0.0
H -5.8597 4.4845 2.3313 0.0 0.0 0.0
H -4.3874 4.1489 0.3502 0.0 0.0 0.0
H 5.3354 -0.3425 2.9701 0.0 0.0 0.0
H 7.3208 1.0748 2.4747 0.0 0.0 0.0
H 7.3033 2.6470 0.5926 0.0 0.0 0.0
H 5.2986 2.8622 -0.8689 0.0 0.0 0.0
H 2.4965 3.5031 -4.0060 0.0 0.0 0.0
H 1.1920 4.8066 -5.6695 0.0 0.0 0.0
H -1.2461 5.0260 -5.4628 0.0 0.0 0.0
H -2.4689 3.9584 -3.5863 0.0 0.0 0.0
H -2.4946 -3.4414 3.8482 0.0 0.0 0.0
C -1.2305 -4.1176 -3.9779 0.0 0.2 0.0
N -0.8280 -3.0088 -3.0993 0.0 -0.2 -0.1
C -0.8937 -1.6345 -3.5995 0.0 -0.1 0.0
C -0.4439 -3.2048 -1.8489 0.0 0.1 0.1
C -0.4030 -4.5719 -1.2444 0.0 0.0 0.0
O -0.1358 -2.2167 -1.1300 -0.1 -1.0 -0.6
H -1.4621 -3.7052 -4.9544 0.0 0.0 0.0
H -2.1165 -4.6211 -3.5966 0.0 0.0 0.0
H -0.4220 -4.8350 -4.0955 0.0 0.0 0.0
H -1.2060 -1.6578 -4.6383 0.0 0.0 0.0
H 0.0822 -1.1552 -3.5366 0.0 0.0 0.0
H -1.6210 -1.0509 -3.0342 0.0 0.0 0.0
H -0.4211 -5.3835 -1.9628 0.0 0.0 0.0
H -1.2658 -4.6701 -0.5816 0.0 0.0 0.0
H 0.4906 -4.6399 -0.6273 0.0 0.0 0.0
```
Positions in Å, forces in eV/Å.

The charge is +1. For the frontier orbital gap (alpha / beta), the calculation gives 5.0 / 5.0 eV. For the energy above the lowest of the compared OMol25 structures with the same formula, charge and spin, the calculation gives 0.0 kcal per mole. The spin multiplicity is 1.

Molecular formula: FNO3PbS2
Method: DFT, the ωB97M-V functional and the def2-TZVPD basis

Geometry as XYZ:
```
8
Properties=species:S:1:pos:R:3:forces:R:3
Pb -0.2633 1.7538 0.7152 -4.2 2.6 1.4
F -2.0515 0.4745 1.2574 1.5 0.5 -0.3
N 0.2573 -1.4896 -0.3178 -1.1 1.2 -0.3
S 1.7563 -0.7461 0.1649 1.8 -1.6 -2.0
O 2.5925 -0.9002 -1.0578 -1.3 0.4 2.0
O 1.3840 0.7766 0.2989 2.4 -1.3 -0.6
S -0.9190 -0.5878 -0.7392 -0.8 -3.2 -0.9
O -2.0735 -1.3340 -1.2634 1.7 1.5 0.8
```
Positions in Å, forces in eV/Å.

For the frontier orbital gap, the calculation gives 8.4 eV. For the energy above the lowest of the compared OMol25 structures with the same formula, charge and spin, the calculation gives 0.0 kcal per mole. The spin multiplicity is 1.

Molecular formula: C4H12
Method: DFT, the ωB97M-V functional and the def2-TZVPD basis

Geometry as XYZ:
```
16
Properties=species:S:1:pos:R:3:forces:R:3
C -0.1195 -1.5889 -1.2109 0.2 0.8 0.5
C 0.4637 -2.9495 -0.8792 0.8 -0.1 0.3
H 0.4826 -0.7985 -0.7400 0.1 -0.2 -0.2
H -0.1541 -1.3209 -2.2620 -0.1 -0.3 -0.2
H -1.1018 -1.4299 -0.7769 -0.3 -0.2 -0.1
H 1.3529 -3.1590 -1.4861 -0.3 -0.1 -0.1
H 0.8654 -2.9399 0.1396 -0.3 0.0 0.0
H -0.2248 -3.7932 -0.9310 -0.1 0.2 -0.3
C -0.4731 1.5927 1.2826 0.0 0.2 0.7
C 0.0339 2.9206 0.7465 0.5 -0.4 -0.7
H -0.2049 0.7766 0.6264 -0.2 -0.2 -0.2
H -0.0131 1.3763 2.2455 0.2 0.0 0.1
H -1.5410 1.5952 1.5078 -0.1 0.0 -0.4
H -0.1709 3.7549 1.4101 -0.2 0.1 -0.1
H -0.3112 3.0975 -0.2789 -0.4 0.3 0.3
H 1.1159 2.8660 0.6067 0.1 0.0 0.3
```
Positions in Å, forces in eV/Å.

The SMILES is CC.CC. For the frontier orbital gap, the calculation gives 12.8 eV. For the energy above the lowest of the compared OMol25 structures with the same formula, charge and spin, the calculation gives 3.9 kcal per mole. The spin multiplicity is 1.

Molecular formula: C2H3NO2S
Method: DFT, the ωB97M-V functional and the def2-TZVPD basis

Geometry as XYZ:
```
9
Properties=species:S:1:pos:R:3:forces:R:3
H -1.4524 0.2072 0.3147 2.2 1.0 -0.1
N -0.3928 0.3232 0.4632 -0.5 0.5 -0.5
C 0.3097 1.1949 -0.1427 0.1 -0.6 0.0
O -0.0579 2.1655 -1.0496 -0.7 0.5 0.7
H 1.4587 1.2234 -0.0609 -1.9 -0.3 0.1
H -0.8868 2.6357 -0.7890 0.7 -0.9 -0.3
O -0.7078 -2.6431 -0.3118 0.6 -0.4 0.0
C 0.2645 -2.6356 0.3194 -1.9 0.6 -0.7
S 1.4647 -2.4713 1.2566 1.3 -0.2 0.7
```
Positions in Å, forces in eV/Å.

The SMILES is [H]/N=C\O.O=C=S. For the frontier orbital gap, the calculation gives 10.8 eV. For the energy above the lowest of the compared OMol25 structures with the same formula, charge and spin, the calculation gives 23.2 kcal per mole. The spin multiplicity is 1.

Molecular formula: C20H28N4O12
Method: DFT, the ωB97M-V functional and the def2-TZVPD basis

Geometry as XYZ:
```
64
Properties=species:S:1:pos:R:3:forces:R:3
O -5.7821 3.2094 -0.7249 -0.1 -0.3 0.0
C -4.7682 3.2000 -0.1094 0.4 -0.7 -0.3
O -4.2366 4.2523 0.4834 0.5 1.3 0.6
C -3.0199 3.9448 1.1770 -0.4 -1.2 0.4
C -2.6999 2.5065 0.6290 0.6 2.2 -1.1
O -3.9502 2.1140 0.0455 0.2 -0.1 0.1
H -2.3001 4.7493 1.0848 0.2 -0.2 -0.9
H -3.1967 3.9327 2.2413 -0.5 -0.3 0.4
H -2.3400 1.8012 1.3511 -0.2 -0.3 0.4
H -1.9119 2.6470 -0.1611 -0.8 -0.5 0.4
O -1.5227 -1.4015 -2.7673 -0.1 0.4 0.4
C -0.5953 -1.9957 -2.3327 2.3 -2.1 -0.2
O -0.4815 -2.6355 -1.1347 -1.3 0.9 0.3
C 0.5863 -3.6018 -1.1041 -0.1 1.3 0.3
C 1.4894 -2.9832 -2.1563 0.1 -0.7 0.0
O 0.5705 -2.2710 -3.0493 -0.1 0.0 1.1
H 1.0698 -3.6049 -0.1058 -0.5 0.1 -0.6
H 0.1148 -4.5509 -1.2847 0.2 -0.6 -0.4
H 2.0404 -3.7756 -2.6829 -0.1 0.7 -0.2
H 2.1825 -2.3091 -1.6248 -0.2 0.0 -0.7
O -4.7347 -4.3164 2.6055 0.2 0.0 -0.2
C -4.3207 -3.3643 2.0241 0.6 0.7 -0.5
O -3.2880 -3.3432 1.1424 0.2 -0.5 -0.2
C -3.0624 -2.0322 0.5503 -0.9 -1.1 0.0
C -4.0451 -1.1569 1.3308 -0.5 -0.4 0.0
O -4.7871 -2.1145 2.1670 -0.2 1.0 -0.6
H -2.0250 -1.8062 0.6988 0.3 0.2 -0.1
H -3.3228 -2.0969 -0.5398 0.4 0.1 1.0
H -4.6900 -0.6864 0.5635 -0.1 0.0 1.1
H -3.6128 -0.4405 2.0430 0.0 -0.1 -0.6
O 2.0809 2.4049 3.3632 -0.9 0.2 -0.6
C 3.1022 1.8599 3.0789 -0.6 0.9 2.4
O 3.9727 1.5482 4.0400 1.1 -0.5 1.1
C 4.9827 0.6481 3.5353 -1.0 0.0 0.4
C 4.8819 0.9673 2.0519 -0.4 0.0 0.3
O 3.5468 1.5452 1.9169 1.2 -1.0 -2.5
H 5.9596 0.9495 3.8783 0.2 0.0 0.4
H 4.7081 -0.3401 3.9506 0.4 0.2 -0.9
H 5.0071 0.1374 1.3727 -0.2 -0.1 -0.2
H 5.5986 1.7637 1.8912 0.0 0.1 -0.6
C -2.1940 1.4741 -4.3902 0.3 -0.3 0.3
C -0.7646 1.6476 -4.1372 0.5 0.0 0.5
N 0.3335 1.8705 -3.8598 -0.7 -0.3 -0.3
H -2.7305 1.9598 -3.5878 -0.2 0.0 0.3
H -2.5049 0.4264 -4.4635 0.3 0.2 0.1
H -2.4306 2.0109 -5.2814 -0.3 0.2 -0.8
C 1.2066 -0.8161 4.0899 -2.1 0.1 -0.5
C 2.0083 -1.2160 2.9522 2.1 0.0 -0.4
N 2.8095 -1.4332 2.1414 -1.2 0.0 0.6
H 1.7641 -0.4674 4.9675 0.1 0.0 -0.5
H 0.5646 -1.6745 4.3745 0.4 0.5 0.0
H 0.4988 -0.0425 3.6660 0.8 -0.6 0.9
C 3.2273 0.1264 -4.6481 -2.1 -3.1 0.9
C 3.9022 -0.7239 -3.6326 -0.3 1.1 0.5
N 4.3837 -1.1984 -2.6995 -0.1 -0.2 -0.6
H 3.8868 0.7864 -5.0647 1.7 1.6 -1.2
H 2.3726 0.6580 -4.2196 0.3 0.0 0.3
H 2.7654 -0.5697 -5.3821 0.5 0.6 0.1
C 0.9059 0.7603 -0.4325 -0.8 1.1 0.2
C 0.0268 0.3055 0.6738 1.0 0.4 -1.8
N -0.5791 -0.0410 1.5743 -0.8 -0.3 0.8
H 0.4278 0.9154 -1.4288 0.0 -0.8 0.8
H 1.7533 0.0771 -0.4826 0.1 0.3 -0.1
H 1.1659 1.8099 -0.1681 0.5 -0.8 0.0
```
Positions in Å, forces in eV/Å.

The SMILES is O=C1OCCO1.O=C1OCCO1.O=C1OCCO1.O=C1OCCO1.CC#N.CC#N.CC#N.CC#N. For the frontier orbital gap, the calculation gives 11.0 eV. The spin multiplicity is 1.

Strongest force on any atom in eV/A, matching the order above: 8.85 4.00 5.10 0.96 2.39 3.88
E_tot in hartree, matching the order above: -565.8789 -1986.4636 -1369.4980 -159.5788 -681.4224 -1900.7824